Computed, not measured: a single C4H8O molecule, with ωB97M-V/def2-TZVPD.

Output
HOMO = -0.37222 hartree
spin multiplicity = 1
DFT total energy = -6324.026 eV
SMILES string = C[C@@H]1O[C@@H]1C
energy relative to the best compared isomer or geometry (same formula, charge and spin) = 26.3 kcal/mol
strongest force on any atom = 0.7 eV/A

CARTESIAN COORDINATES (ANGSTROEM)
C (-1.523, 0.463, 0.216)
C (-0.676, -0.768, 0.450)
O (-0.188, -1.440, -0.700)
C (0.772, -0.727, 0.088)
C (1.451, 0.500, -0.487)
H (-1.522, 1.085, 1.119)
H (-2.565, 0.227, -0.032)
H (-1.096, 1.043, -0.604)
H (-1.095, -1.437, 1.218)
H (1.482, -1.391, 0.593)
H (0.963, 0.896, -1.386)
H (1.506, 1.288, 0.277)
H (2.491, 0.262, -0.752)

Force components x, y, z for each atom (eV/Å):
C 0.1 0.0 0.0
C 0.0 0.3 0.1
O 0.1 0.1 -0.4
C -0.3 -0.4 0.3
C 0.2 0.1 0.0
H 0.0 -0.1 -0.1
H 0.2 -0.1 0.1
H -0.2 0.0 0.1
H 0.6 0.2 -0.2
H -0.4 0.1 0.1
H 0.0 -0.2 0.3
H -0.1 -0.1 -0.2
H -0.3 0.0 0.0